Record 1
Here is an isolated molecule of C4H5ClF2 from the Open Molecules 2025 dataset. Energies are from ωB97M-V with the def2-TZVPD basis set.

XYZ file:
```
12
Properties=species:S:1:pos:R:3:forces:R:3
C -0.173862 -1.452161 -0.528032 1.32 0.02 4.22
C -0.008893 2.138264 0.502647 -0.09 -1.37 1.25
C -0.769565 -0.132584 0.041419 5.37 -0.07 -2.02
C 0.536371 0.698987 0.488302 -1.59 1.10 -0.37
F 0.720776 0.278455 1.749618 0.81 0.05 1.02
F 1.730956 0.477656 -0.160330 -0.89 0.08 0.00
Cl 0.497208 3.149933 -0.675942 0.54 0.11 -0.85
H -0.830311 -1.868461 -1.182118 -1.58 -1.48 -1.98
H 0.861702 -1.437838 -0.856005 -0.28 0.77 -0.82
H -1.306333 -0.165730 0.905511 -1.54 -0.58 2.25
H 0.014501 -2.146067 0.361857 -0.90 0.60 -1.03
H -1.272550 0.459546 -0.646927 -1.15 0.76 -1.66
```
Forces are in eV/Å.

Values from the calculation:
- F_max (eV Å⁻¹) = 5.74
- 2S+1 = 1
- M (g/mol) = 126.53
- gap between HOMO and LUMO (eV) = 8.3

=====

Record 2
Here is an isolated molecule of C4H5ClFNS from the Open Molecules 2025 dataset. Energies are from ωB97M-V with the def2-TZVPD basis set.

XYZ file:
```
13
Properties=species:S:1:pos:R:3:forces:R:3
C 2.430538 1.909066 -0.126522 -1.69 0.99 1.13
N 1.324220 1.414500 -0.603297 2.55 0.19 0.37
S 1.100955 -0.270336 -0.581773 -0.13 0.83 0.41
C -0.686288 -0.347670 -0.656816 4.06 -1.10 4.14
C -0.938646 -1.698210 -0.023755 -3.90 -0.17 -1.07
C -1.442083 -0.405792 0.645286 -3.26 -1.50 -1.44
F -1.118475 -0.150566 1.932108 0.78 0.22 -1.23
Cl -3.257804 -0.080117 0.468522 1.42 -0.04 0.04
H 2.314784 3.128736 -0.344074 1.48 -3.20 1.15
H 3.233979 1.270747 0.730416 -2.21 2.13 -3.06
H -1.057421 -0.142149 -1.572343 -1.81 0.87 -2.41
H -1.531637 -2.497280 -0.583218 0.25 1.62 1.03
H -0.372122 -2.130929 0.715468 2.45 -0.84 0.94
```
Forces are in eV/Å.

Values from the calculation:
- F_max (eV Å⁻¹) = 5.90
- 2S+1 = 1
- structure (SMILES) = C=NS[C@H]1C[C@]1(F)Cl
- M (g/mol) = 153.61
- gap between HOMO and LUMO (eV) = 9.5

=====

Record 3
Here is an isolated molecule of C4H5ClFNS from the Open Molecules 2025 dataset. Energies are from ωB97M-V with the def2-TZVPD basis set.

XYZ file:
```
13
Properties=species:S:1:pos:R:3:forces:R:3
F -0.323767 1.210910 1.187419 -1.19 0.95 -0.23
C 0.705585 0.389956 1.145710 1.41 -0.50 2.85
Cl 0.734290 -0.459768 2.826493 0.05 0.18 -0.91
C 0.584410 -0.647356 0.101994 1.65 0.32 0.35
C -0.826419 -1.076650 -0.063711 1.57 -2.13 -1.96
N -0.101054 -0.185248 -1.010114 -1.18 -1.01 -0.24
C -0.376945 0.965993 -1.661414 -3.47 -1.32 -0.76
S 0.601807 2.140606 -2.246771 -0.60 -0.74 0.70
H 1.612211 0.970182 1.209450 0.35 0.03 -0.51
H 1.513453 -1.189679 -0.069329 -0.40 -0.46 0.22
H -1.423149 -0.702958 0.675260 -1.77 1.60 1.43
H -1.118906 -2.150907 -0.238105 0.75 1.32 -0.77
H -1.581516 0.734921 -1.856880 2.82 1.74 -0.16
```
Forces are in eV/Å.

Values from the calculation:
- F_max (eV Å⁻¹) = 3.79
- 2S+1 = 1
- structure (SMILES) = F[C@@H](Cl)[C@H]1CN1C=S
- M (g/mol) = 153.61
- gap between HOMO and LUMO (eV) = 9.1

=====

Record 4
Here is an isolated molecule of C4H5ClN2 from the Open Molecules 2025 dataset. Energies are from ωB97M-V with the def2-TZVPD basis set.

XYZ file:
```
12
Properties=species:S:1:pos:R:3:forces:R:3
N 0.941553 1.715708 0.062595 0.27 0.02 -1.48
N 0.267194 0.508237 -0.101365 2.00 0.38 0.96
C -1.045740 0.337648 -0.106838 -1.53 -1.44 0.04
C -1.341950 -1.013344 -0.027981 1.08 0.65 -0.12
C -0.097105 -1.686363 0.011029 2.38 -0.25 0.91
C 0.920367 -0.693128 0.016117 -2.02 -0.64 -0.53
Cl 2.612766 -0.636523 -0.066188 0.29 -0.70 0.17
H 0.753374 2.297362 -0.741279 0.10 0.16 0.10
H 0.787916 2.210991 0.917056 -0.52 -0.19 0.55
H -1.645699 1.187787 -0.190528 -1.01 0.95 0.02
H -2.301366 -1.470113 0.012423 -0.47 -0.10 -0.08
H 0.148687 -2.758267 0.214955 -0.56 1.16 -0.54
```
Forces are in eV/Å.

Values from the calculation:
- F_max (eV Å⁻¹) = 2.56
- 2S+1 = 1
- structure (SMILES) = Nn1cccc1Cl
- M (g/mol) = 116.55
- gap between HOMO and LUMO (eV) = 8.9

=====

Here are the calculated total energy numbers, same order: -22182.5017, -31789.8694, -31791.5673, -19730.1337 (eV).